No. 1
Entry from the Open Molecules 2025 dataset: H16O10V as an isolated structure in a non-equilibrium geometry (the ωB97M-V functional and the def2-TZVPD basis).

As for the electronic energy: -1705.616552 a.u. The energy above the lowest of the compared OMol25 structures with the same formula, charge and spin is 153.07 kcal per mole. The charge is +1.

Geometry (Å):
V -0.3807 1.4761 -0.6395
O -2.0472 1.9666 3.0968
O 3.5059 -1.7908 -3.1547
O 0.5077 0.2193 -0.1612
O -1.5355 -4.8448 2.2098
O -0.4718 0.8809 -4.4793
O 2.7676 -4.5423 2.7536
O 5.0998 3.7219 1.3401
O -3.7983 3.6080 -1.5675
O 0.5419 2.7598 -0.6313
O -3.7988 -0.9672 -0.6295
H 4.3164 -1.3563 -3.4203
H -1.8087 2.4684 3.8762
H 3.0831 -5.1780 3.3959
H -2.7282 1.3650 3.3978
H 4.5836 4.5279 1.3286
H 4.7577 3.2284 2.0855
H -0.9441 1.0981 -5.2830
H -4.2318 -0.9771 0.2242
H -3.9093 3.8117 -2.4961
H 0.4518 0.9057 -4.7297
H 3.7397 -2.2695 -2.3595
H -0.6028 -4.6961 2.0544
H -4.0683 -1.7864 -1.0448
H -4.3316 4.2602 -1.1132
H 3.0780 -3.6975 3.0796
H -1.7764 -4.1919 2.8670

=====

No. 2
Entry from the Open Molecules 2025 dataset: a 4-piece molecular cluster, C39H82N5O4S overall in a non-equilibrium geometry (the ωB97M-V functional and the def2-TZVPD basis).

As for the electronic energy: -2507.722894 a.u. The charge is +1.

Geometry (Å):
S -4.7159 0.1113 -6.7926
O 1.3599 -0.7479 0.8991
O -0.3436 -1.2678 2.2917
O -1.6817 1.7168 -2.3732
O -0.4502 2.6382 -6.9467
N 2.7392 -5.2351 4.4786
N -3.9445 0.1686 5.9324
N -1.7534 1.6865 -5.2207
N -3.0527 -0.2727 -4.5633
N 6.8508 3.5892 -0.2317
C 1.5919 -6.0021 4.0357
C -1.8397 -1.1170 -2.5191
C -1.5416 -2.3643 -0.2512
C 1.8727 -4.6721 6.8229
C -2.9763 -0.2232 -3.0547
C 5.8244 4.4569 -2.4125
C 1.1153 0.6722 0.7305
C -1.8065 0.2171 -5.2263
C -0.5574 -0.4827 -4.7103
C 6.0834 2.4130 0.1296
C -3.2054 -1.6985 -5.0124
C -1.8424 3.5483 -0.7418
C 1.5482 -6.1993 2.5272
C -4.9180 0.3865 4.8800
C -4.2146 -2.4976 -4.6378
C -0.4906 -0.8128 -3.1989
C 6.1157 4.6374 -0.9162
C -2.9800 1.1747 -2.4507
C 2.8993 -3.9319 3.8596
C -4.2954 0.4430 -5.0777
C 5.6663 1.4482 -0.9885
C -5.2928 2.3948 -8.2904
C -1.7372 -0.0543 4.6507
C -0.1443 -2.5804 0.3336
C 1.7459 -2.9281 3.9863
C -1.6717 3.1258 -2.2015
C 9.0737 4.4923 -0.8713
C 1.6149 1.1511 -0.6304
C -4.1264 1.5663 -7.7283
C -1.1056 2.1802 -6.1324
C 2.9474 -5.2837 5.9159
C 0.2617 -1.4603 1.2723
C -4.5930 1.4286 3.7993
C -3.5900 1.3373 6.7152
C -1.7627 -1.0102 -0.9720
C -4.7920 2.0297 7.3407
C 8.1606 3.2793 -0.7755
C -2.8028 -0.6560 5.5736
C 0.5448 -1.9449 -3.0108
H 10.0710 4.1784 -1.1803
H 5.0049 3.7607 -2.5896
H -1.3297 4.5020 -0.6156
H 3.8159 -3.4753 4.2404
H 1.6459 -6.9900 4.5000
H -3.1692 -1.5869 5.1309
H -2.2238 -2.3989 0.5984
H 5.5254 5.4146 -2.8437
H -6.1425 1.7697 -8.5502
H -3.3700 1.0720 -1.4337
H 1.9771 0.3428 -1.2621
H -4.9441 2.8539 -9.2170
H -1.4267 0.9406 4.9753
H 0.0559 0.8768 0.8796
H 0.7295 -6.8720 2.2672
H 0.2981 0.1500 -4.9433
H -3.5296 2.2098 -7.0897
H 6.6978 4.1104 -2.9658
H -2.8838 3.6843 -0.4582
H -4.1990 2.3539 4.2211
H 1.2613 -1.9116 -3.8311
H -4.2143 1.5153 -4.9388
H -3.6447 1.8826 -2.9539
H 1.7174 -2.4605 4.9693
H -5.1293 -0.5725 4.3998
H -5.3817 1.3280 7.9316
H -4.8068 -3.0182 -5.3840
H -1.0064 -0.2793 -0.7005
H -3.5513 1.1693 -8.5603
H -0.1965 -3.4707 0.9656
H -2.0569 -2.1698 -2.7175
H 8.6375 2.5530 -0.1123
H -2.3822 3.6337 -2.8600
H -0.0536 0.0534 -2.7099
H 4.8535 1.8547 -1.5911
H -1.8071 -3.2082 -0.8886
H 1.1338 -1.7169 -2.1251
H 3.9104 -4.8201 6.1450
H -5.1101 0.0779 -4.4597
H -1.9253 -0.0804 -6.2703
H 9.1596 4.9921 0.0941
H -5.5044 1.6825 3.2521
H 6.6717 1.8475 0.8587
H 6.4962 1.1934 -1.6476
H 0.6256 -2.7864 -0.4038
H -2.7428 -0.6803 -0.6291
H -0.6773 3.4500 -2.5115
H 0.6377 -5.5576 4.3619
H 1.8845 -2.1264 3.2614
H -3.0203 2.0768 6.1298
H 0.8536 1.7208 -1.1628
H -5.5577 3.2109 -7.6239
H -2.0790 0.0046 3.6201
H -3.8781 1.0497 3.0688
H -0.8515 -0.6878 4.6516
H 8.7192 5.2163 -1.6060
H 2.4552 1.8237 -0.4599
H -5.4419 2.4826 6.5906
H 5.1744 4.8036 -0.3854
H -4.5216 -2.6539 -3.6060
H -3.8960 -0.6982 -2.7038
H -4.4539 2.8285 8.0016
H 5.1892 2.7323 0.6742
H 2.4774 -6.6401 2.1643
H 5.3028 0.5155 -0.5497
H 0.7726 -3.3811 3.7909
H 0.0734 -2.9221 -2.9262
H -2.4515 -2.0759 -5.6908
H -1.3355 2.8365 -0.0921
H 3.0653 -6.3357 6.1942
H 1.6547 1.1864 1.5230
H 6.6667 5.5726 -0.7911
H -2.3118 -0.9594 6.5038
H 3.0965 -4.0860 2.7943
H 1.8981 -3.5832 6.8078
H 1.3801 -5.2599 1.9961
H -2.9319 1.0129 7.5252
H 0.8684 -5.0009 6.5536
H 8.1007 2.8022 -1.7667
H -0.3918 -1.4048 -5.2714
H 2.0491 -4.9794 7.8554
H -5.8642 0.6712 5.3474

=====

No. 3
Entry from the Open Molecules 2025 dataset: C23H31N9OPS3Ta as an isolated structure in a non-equilibrium geometry (the ωB97M-V functional and the def2-TZVPD basis).

As for the electronic energy: -3055.669234 a.u. The energy above the lowest of the compared OMol25 structures with the same formula, charge and spin is 15.43 kcal per mole. The charge is +2.

Geometry (Å):
Ta -0.0988 -0.1768 -0.2144
S 1.8410 -1.1711 -1.3202
S 1.6499 0.8456 1.1742
S -0.8559 -1.7065 1.5519
P -1.4700 -2.3219 -2.3443
O -0.9117 -1.0065 -1.7367
N -3.1020 -2.1709 -2.6449
N -1.1954 1.1621 1.3190
N 5.1573 0.6601 2.1812
N -0.5118 -2.6309 -3.6299
N -1.4445 0.7420 2.5395
N -1.3814 -3.4942 -1.2034
N -0.4712 1.8955 -1.1214
N -1.3985 -0.9855 4.0293
N 5.3967 -1.8740 -1.1080
C -2.4193 -4.5421 -1.0852
C -3.9394 -0.0032 -2.1109
C -0.1179 2.2208 -2.3628
C 0.7482 -2.3593 -5.5939
C -0.4501 -3.9522 -4.2767
C 4.4405 -1.3603 -0.7467
C 4.2723 0.4075 1.5017
C 3.1468 0.1095 0.6961
C -0.0887 -4.0065 -0.7296
C 3.2244 -0.7531 -0.3607
C -3.6727 -0.0873 -3.6276
C -0.0589 -3.6483 -5.7215
C -0.3636 3.4720 -2.9036
C -1.2541 -0.5241 2.8029
C -0.9933 4.4286 -2.1125
C -0.4750 -5.2201 0.1040
C -1.6506 -5.7943 -0.6759
C -3.8665 -1.4584 -1.6212
C -0.0131 -1.5820 -4.5289
C -1.1037 2.8070 -0.3490
C -1.3775 4.0928 -0.8257
C -3.5522 -1.5896 -3.9058
C -1.4577 2.3843 0.9789
H 0.3300 -4.5518 -3.7950
H -1.4027 -4.4797 -4.2009
H -2.2571 -6.4671 -0.0763
H 0.3440 -5.9228 0.2168
H 0.5601 -4.2844 -1.5648
H -0.9450 -3.4852 -6.3347
H -4.8598 -1.9084 -1.5726
H 0.4066 1.4563 -2.9229
H -1.2927 -6.3265 -1.5566
H -2.8678 -1.8347 -4.7153
H -2.9584 -4.6655 -2.0239
H -0.8063 -4.8974 1.0907
H -1.8763 4.7990 -0.1796
H -3.1688 0.6010 -1.6212
H -1.1749 5.4217 -2.4907
H -1.6588 -0.3621 4.7797
H -4.9083 0.4416 -1.8955
H -3.1341 -4.2513 -0.3103
H -0.8376 -1.0191 -4.9782
H -2.7344 0.4144 -3.8742
H -1.9262 3.0711 1.6760
H 0.4374 -3.2589 -0.1289
H -3.3841 -1.5584 -0.6466
H 0.5221 -4.4572 -6.1562
H -4.5274 -2.0241 -4.1390
H -1.2451 -1.9600 4.2407
H -4.4702 0.3682 -4.2097
H 0.6272 -0.8919 -3.9749
H 0.8089 -1.8102 -6.5283
H -0.0488 3.6973 -3.9106
H 1.7564 -2.5823 -5.2509

=====

No. 4
Entry from the Open Molecules 2025 dataset: C22H21Br3IrN5O3P as an isolated structure in a non-equilibrium geometry (the ωB97M-V functional and the def2-TZVPD basis).

As for the electronic energy: -9517.591589 a.u. The energy above the lowest of the compared OMol25 structures with the same formula, charge and spin is 40.97 kcal per mole. The expectation value of S² is 0.95. The spin multiplicity is 2. The charge is +2.

Geometry (Å):
Ir -0.4001 0.2798 -0.2801
Br -7.3131 -0.7108 -0.1981
Br -3.6616 1.6985 3.3374
Br 1.0922 7.0571 -3.1461
P 0.9690 -0.8852 1.0610
O 1.1549 0.7802 -1.5434
O -1.6516 0.5922 1.2241
O -0.1600 2.2616 -0.6730
N 3.4913 -1.2518 1.8370
N 1.9262 -3.0749 2.2024
N 1.8003 -1.0820 3.5992
N 3.3723 3.6643 -3.5867
N -2.0739 -0.5734 -0.9849
C 2.8687 4.8959 -3.6423
C 3.2899 -2.6980 1.8133
C -5.2964 0.4199 1.3921
C 2.7714 -0.5791 0.7738
C -4.5878 -1.3891 -1.8236
C 0.9368 -2.7541 1.2139
C -0.9483 -1.6088 -2.8969
C -3.1969 -0.2922 -0.2348
C 0.9954 4.3637 -2.2589
C 1.5149 3.0640 -2.2117
C 1.6930 5.2908 -2.9975
C -2.9297 0.3914 0.9557
C -4.4872 -0.6763 -0.6231
C 0.8359 2.0375 -1.4763
C -5.5555 -0.2862 0.2371
C -3.9911 0.7673 1.7688
C -2.1857 -1.2908 -2.1260
C 2.7010 2.7652 -2.8869
C 0.7796 -0.3879 2.8280
C -3.4499 -1.6869 -2.5507
C 1.6330 -2.5314 3.5366
C 3.1569 -0.7335 3.1695
H -0.2203 -0.6505 3.1754
H 3.1191 1.7661 -2.8478
H 3.0616 -0.9634 -0.2055
H 3.9775 -3.1514 2.5257
H 3.4256 5.6171 -4.2292
H -0.2545 -2.1894 -2.2866
H 3.2757 0.3499 3.1777
H 0.0849 4.6264 -1.7375
H -3.5287 -2.2413 -3.4750
H 1.1719 -3.2033 0.2484
H 0.8868 0.6945 2.9148
H -0.0624 -3.0644 1.5220
H -5.5572 -1.7153 -2.1787
H -1.1885 -2.1830 -3.7873
H 0.6175 -2.8025 3.8255
H 3.5093 -3.0888 0.8195
H -0.4389 -0.6930 -3.2035
H -6.1201 0.7133 2.0282
H 3.8599 -1.1647 3.8811
H 2.9583 0.4957 0.7857
H 2.3288 -2.9888 4.2386

=====

Among the records above, which one has the lowest electronic energy?
C22H21Br3IrN5O3P

=====

Among the records above, which one has the lowest electronic energy?
C22H21Br3IrN5O3P